{
  "formula": "C37H30Cl3CuNP2",
  "method": "ωB97M-V with the def2-TZVPD basis set",
  "symbols": ["Cu", "Cl", "C", "C", "C", "C", "C", "C", "P", "C", "C", "C", "C", "C", "C", "C", "C", "C", "C", "C", "C", "H", "H", "H", "H", "H", "H", "H", "H", "H", "H", "H", "H", "H", "H", "C", "P", "C", "C", "C", "C", "C", "C", "C", "C", "C", "C", "C", "C", "H", "H", "H", "H", "H", "H", "H", "H", "H", "H", "H", "H", "H", "Cl", "C", "C", "C", "C", "C", "Cl", "C", "N", "H", "H", "H"],
  "xyz": [[-0.1371, 0.4254, -0.6374], [3.0874, -1.0850, -0.2089], [3.3535, -0.2600, 1.2924], [4.6694, 0.0078, 1.6520], [4.9400, 0.6237, 2.8604], [3.8989, 0.9663, 3.7167], [2.5958, 0.7046, 3.3375], [2.2950, 0.1049, 2.1130], [0.5577, -0.2265, 1.6238], [0.1220, -1.3409, 3.0327], [0.6296, -2.6390, 2.9408], [0.3727, -3.5799, 3.9222], [-0.4158, -3.2426, 5.0152], [-0.9265, -1.9585, 5.1175], [-0.6598, -1.0134, 4.1351], [-0.3021, 1.3337, 2.0502], [-1.6940, 1.2866, 2.1520], [-2.4315, 2.4455, 2.3220], [-1.7867, 3.6752, 2.3683], [-0.4084, 3.7326, 2.2357], [0.3304, 2.5701, 2.0763], [5.4647, -0.2670, 0.9737], [5.9654, 0.8353, 3.1338], [4.1029, 1.4399, 4.6677], [1.7802, 0.9799, 3.9964], [1.2474, -2.9078, 2.0893], [0.7812, -4.5783, 3.8319], [-0.6293, -3.9772, 5.7809], [-1.5348, -1.6835, 5.9701], [-1.0569, -0.0119, 4.2388], [-2.2061, 0.3313, 2.0909], [-3.5101, 2.3903, 2.3990], [-2.3602, 4.5868, 2.4724], [0.0969, 4.6885, 2.2130], [1.3967, 2.6401, 1.9040], [-3.6726, -0.1945, -0.7816], [-1.9618, -0.6519, -1.2604], [-2.0616, -2.4771, -1.2256], [-3.0031, -3.1864, -1.9714], [-3.0538, -4.5681, -1.9072], [-2.1593, -5.2585, -1.0956], [-1.2153, -4.5627, -0.3576], [-1.1655, -3.1761, -0.4261], [-1.9454, -0.3018, -3.0556], [-1.1716, -1.0782, -3.9122], [-1.0294, -0.7255, -5.2428], [-1.6536, 0.4127, -5.7334], [-2.4192, 1.1962, -4.8842], [-2.5643, 0.8415, -3.5517], [-4.3921, -0.4740, -1.5525], [-3.7220, 0.8803, -0.6079], [-3.9230, -0.7030, 0.1500], [-3.6874, -2.6518, -2.6201], [-3.7845, -5.1106, -2.4941], [-2.1970, -6.3394, -1.0483], [-0.5110, -5.0961, 0.2683], [-0.4189, -2.6225, 0.1323], [-0.6481, -1.9464, -3.5301], [-0.4020, -1.3231, -5.8909], [-1.5210, 0.7021, -6.7676], [-2.8865, 2.1010, -5.2517], [-3.1331, 1.4850, -2.8922], [0.9504, 4.7946, -0.6890], [1.9823, 3.8668, -1.7753], [3.0256, 4.5183, -2.3790], [3.8760, 3.8558, -3.2689], [3.5909, 2.5174, -3.5454], [2.5410, 1.8752, -2.9392], [2.2120, 0.2152, -3.4344], [1.6624, 2.4495, -1.9185], [0.7568, 1.8412, -1.2652], [3.1788, 5.5681, -2.1553], [4.7070, 4.3633, -3.7371], [4.1914, 1.9666, -4.2613]],
  "mulliken_charge": [-1.3252, -0.1782, 0.9351, -0.6491, -0.4538, -0.9217, -0.2022, -0.4347, 1.1321, 0.5945, -0.5345, -0.7465, -0.4669, -0.6598, -0.1636, 0.5307, -0.7135, -0.9087, -0.7043, -0.6928, -0.6441, 0.4577, 0.3735, 0.3863, 0.4269, 0.3973, 0.4041, 0.3668, 0.4131, 0.3693, 0.7038, 0.4166, 0.3741, 0.5188, 0.4806, -1.6367, 1.8522, -0.1766, -0.0894, -0.7542, -0.4085, -0.6466, 0.2653, 0.1367, -0.3880, -0.6089, -0.4678, -0.5868, -0.3741, 0.4678, 0.4732, 0.4386, 0.3018, 0.3908, 0.3709, 0.4368, -0.0781, 0.3900, 0.3729, 0.3603, 0.3806, 0.2695, -0.2467, 0.5135, -0.5804, -0.3741, -0.6357, 0.8694, -0.2535, -0.5903, -0.2885, 0.3286, 0.3454, 0.3388],
  "homo_lumo_gap_ev": 4.385,
  "total_charge": -1,
  "homo_ev": -1.98,
  "lumo_ha": 0.088,
  "de_lowest_kcal_mol": 5.5,
  "e_tot_ev": -141131.444
}